Entry 1:
Density functional theory data (ωB97M-V/def2-TZVPD) for a structure of composition C54H124N4O10 at a distorted geometry.

Net charge: 0
Orbital gap: 7.490 eV
LUMO: 0.014 Eh
Total energy: -84391.6082 eV
Relative energy (zero: lowest compared OMol25 entry of this formula, charge and spin): 4773.7 kJ/mol

```
192
C54H124N4O10 | the OMol25 dataset | ωB97M-V/def2-TZVPD
C -1.17 2.19 0.20
C -0.86 2.22 1.79
C -0.09 3.58 2.13
C -1.16 4.59 2.68
C -2.13 3.96 3.63
C -2.86 2.68 3.14
N -1.89 1.78 2.66
O -2.52 0.62 2.23
C -3.62 2.14 4.33
C -3.82 3.20 2.00
C 0.28 1.16 2.05
H -1.54 3.13 -0.22
H -1.83 1.35 0.00
H -0.20 1.97 -0.23
H 0.81 3.50 2.75
H 0.22 3.96 1.16
H -1.74 5.08 1.89
H -0.55 5.30 3.24
H -2.80 4.72 4.02
H -1.44 3.74 4.45
H -4.59 2.64 4.44
H -4.06 1.18 4.07
H -3.06 2.03 5.26
H -4.23 2.29 1.55
H -4.52 4.00 2.20
H -3.22 3.47 1.13
H 0.56 0.95 3.08
H 1.24 1.43 1.63
H 0.03 0.19 1.64
H -2.23 -0.05 2.85
C -7.41 2.51 -2.54
C -5.90 2.12 -2.88
C -5.10 3.36 -2.26
C -3.63 3.10 -2.00
C -3.48 1.88 -1.08
C -4.16 0.60 -1.65
N -5.52 0.87 -2.21
O -6.48 -0.20 -2.30
C -3.28 0.01 -2.67
C -4.23 -0.42 -0.47
C -5.69 2.03 -4.45
H -7.64 2.22 -1.52
H -8.12 1.85 -3.03
H -7.73 3.55 -2.68
H -5.24 4.22 -2.92
H -5.70 3.71 -1.42
H -3.24 4.02 -1.58
H -2.99 2.93 -2.87
H -3.90 2.05 -0.08
H -2.42 1.68 -0.97
H -3.19 0.67 -3.53
H -2.34 -0.43 -2.34
H -3.70 -0.86 -3.18
H -5.02 -0.19 0.25
H -4.40 -1.46 -0.77
H -3.31 -0.49 0.12
H -6.24 2.85 -4.92
H -5.94 1.12 -5.01
H -4.63 2.20 -4.64
H -7.17 0.11 -1.71
C 2.73 -0.67 0.81
C 2.04 -1.32 -0.42
C 2.14 -2.87 -0.34
C 1.19 -3.58 -1.33
C -0.25 -3.06 -1.35
C -0.41 -1.59 -1.22
N 0.63 -0.90 -0.45
O 0.58 0.47 -0.59
C -0.67 -0.97 -2.65
C -1.75 -1.36 -0.43
C 2.93 -0.92 -1.61
H 2.05 -0.19 1.51
H 3.42 0.10 0.47
H 3.28 -1.41 1.38
H 3.14 -3.17 -0.62
H 1.88 -3.24 0.65
H 1.18 -4.63 -1.05
H 1.74 -3.40 -2.25
H -0.93 -3.54 -0.65
H -0.52 -3.35 -2.36
H 0.17 -1.01 -3.35
H -1.42 -1.57 -3.16
H -1.06 0.04 -2.55
H -2.58 -1.94 -0.84
H -1.80 -1.72 0.59
H -2.05 -0.35 -0.16
H 2.85 0.17 -1.59
H 2.60 -1.17 -2.61
H 3.94 -1.31 -1.50
H 0.27 0.74 0.27
C 3.54 4.06 1.89
C 3.13 3.17 0.72
C 3.31 3.97 -0.64
C 4.74 3.89 -1.26
C 5.34 2.40 -1.22
C 5.23 1.66 0.17
N 3.89 1.87 0.74
O 3.43 0.91 1.67
C 5.64 0.14 0.00
C 6.35 2.32 1.07
C 1.62 2.84 0.80
H 2.78 4.74 2.29
H 4.42 4.58 1.54
H 3.87 3.48 2.75
H 2.68 3.61 -1.45
H 3.11 4.98 -0.28
H 5.27 4.58 -0.60
H 4.84 4.23 -2.29
H 6.32 2.32 -1.69
H 4.70 1.95 -1.99
H 4.86 -0.53 -0.36
H 6.47 -0.11 -0.66
H 5.92 -0.40 0.90
H 7.39 2.14 0.81
H 6.25 3.40 1.08
H 6.25 2.05 2.12
H 1.35 1.90 0.32
H 0.99 3.63 0.39
H 1.29 2.76 1.84
H 2.79 0.46 1.11
C -2.32 -1.61 2.69
C -2.87 -2.53 1.57
C -3.90 -3.54 2.05
O -3.47 -1.73 0.56
H -3.20 -1.23 3.20
H -1.87 -0.75 2.20
H -1.74 -2.19 3.41
H -2.11 -3.17 1.12
H -4.25 -4.18 1.25
H -4.78 -2.97 2.35
H -3.54 -4.21 2.83
H -3.78 -2.30 -0.15
C 0.93 0.80 -3.45
C 1.87 1.75 -2.69
C 1.94 3.09 -3.26
O 1.37 1.96 -1.44
H 1.28 0.69 -4.48
H -0.09 1.19 -3.41
H 1.00 -0.14 -2.91
H 2.89 1.36 -2.65
H 2.62 3.70 -2.67
H 0.94 3.52 -3.34
H 2.24 3.10 -4.30
H 1.17 1.07 -1.15
C 1.60 -0.86 -6.67
C 1.86 -1.99 -5.64
C 3.31 -2.24 -5.20
O 1.13 -1.68 -4.50
H 1.90 -1.23 -7.65
H 1.94 0.08 -6.24
H 0.51 -0.83 -6.77
H 1.41 -2.84 -6.15
H 3.69 -1.48 -4.52
H 3.83 -2.10 -6.15
H 3.56 -3.20 -4.74
H 0.81 -0.77 -4.47
C 1.53 -4.29 1.91
C 0.95 -3.61 3.20
C 0.38 -2.19 2.80
O 0.04 -4.45 3.93
H 1.90 -5.31 2.06
H 2.21 -3.67 1.32
H 0.65 -4.43 1.29
H 1.78 -3.37 3.85
H -0.62 -2.31 2.37
H 1.12 -1.82 2.09
H 0.40 -1.49 3.63
H 0.43 -5.29 4.20
C 2.92 -1.49 3.07
C 4.06 -1.46 4.14
C 5.26 -0.79 3.64
O 3.75 -0.85 5.39
H 1.95 -1.79 3.45
H 3.27 -2.26 2.38
H 2.74 -0.47 2.74
H 4.31 -2.49 4.36
H 6.11 -1.27 4.11
H 5.26 0.28 3.87
H 5.28 -0.92 2.56
H 2.97 -0.33 5.23
C -2.00 -7.09 1.59
C -1.09 -5.84 1.79
C -1.07 -4.98 0.52
O -1.76 -5.13 2.85
H -2.16 -7.76 2.43
H -1.42 -7.75 0.95
H -2.99 -6.92 1.17
H -0.08 -6.14 2.07
H -0.63 -5.67 -0.20
H -0.41 -4.12 0.66
H -2.02 -4.59 0.17
H -1.16 -4.39 2.96
```

=====

Entry 2:
Density functional theory data (ωB97M-V/def2-TZVPD) for a cluster of 2 separate species, C5H11N3 in total at a distorted geometry.

Net charge: 0
Structure (SMILES): C/N=C\N.C=CN=C
Orbital gap: 9.519 eV
LUMO: 0.031 Eh
Total energy: -9831.4509 eV
Relative energy (zero: lowest compared OMol25 entry of this formula, charge and spin): 236.9 kJ/mol

```
19
C5H11N3 | the OMol25 dataset | ωB97M-V/def2-TZVPD
C 0.80 1.50 1.02
N 1.12 0.53 -0.09
C 2.08 -0.28 0.03
N 3.05 -0.54 1.02
H 1.40 1.36 1.90
H -0.27 1.44 1.29
H 0.89 2.49 0.61
H 2.18 -0.99 -0.78
H 3.96 -0.87 0.69
H 3.10 0.16 1.76
C -2.09 0.41 -1.86
C -2.90 -0.24 -0.97
N -2.46 -0.91 0.19
C -1.37 -1.61 0.17
H -1.03 0.57 -1.64
H -2.55 1.01 -2.64
H -4.00 -0.24 -1.00
H -1.00 -1.98 1.12
H -0.90 -1.81 -0.82
```

=====

Entry 3:
Density functional theory data (ωB97M-V/def2-TZVPD) for the ion C6H8N with charge +1 at a distorted geometry.

Net charge: +1
Orbital gap: 8.271 eV
LUMO: -0.137 Eh
Total energy: -7828.0821 eV
Relative energy (zero: lowest compared OMol25 entry of this formula, charge and spin): 733.9 kJ/mol

```
15
C6H8N | the OMol25 dataset | ωB97M-V/def2-TZVPD
C 2.38 -0.32 -0.27
C 1.94 0.76 0.40
C 1.04 -0.49 -0.56
C 0.66 0.90 -0.44
C -0.09 -1.15 0.14
C -0.87 0.19 0.39
N -1.94 0.58 -0.51
H 3.28 -0.85 -0.33
H 2.07 1.18 1.33
H -0.64 -1.95 -0.44
H 0.18 -1.70 1.07
H -1.02 0.54 1.40
H -2.85 0.66 -0.05
H -2.24 0.06 -1.34
H -1.89 1.58 -0.79
```

=====

Entry 4:
Density functional theory data (ωB97M-V/def2-TZVPD) for an isolated molecule of C5H8O2.

Net charge: 0
Structure (SMILES): CCCC(=O)C=O
Orbital gap: 9.573 eV
LUMO: -0.009 Eh
Total energy: -9408.9946 eV
Relative energy (zero: lowest compared OMol25 entry of this formula, charge and spin): 80.8 kJ/mol

```
15
C5H8O2 | the OMol25 dataset | ωB97M-V/def2-TZVPD
C -2.26 0.05 -0.75
C -1.05 -0.41 0.06
C 0.27 0.26 -0.32
C 1.38 -0.21 0.59
O 1.20 -0.93 1.55
C 2.82 0.24 0.36
O 3.12 1.31 -0.11
H -2.43 1.13 -0.65
H -3.16 -0.46 -0.39
H -2.15 -0.18 -1.81
H -0.93 -1.49 -0.03
H -1.23 -0.22 1.13
H 0.56 0.03 -1.36
H 0.22 1.35 -0.28
H 3.56 -0.49 0.73
```

=====

Entry 5:
Density functional theory data (ωB97M-V/def2-TZVPD) for a cluster of 11 separate species, C29H38N10O5 in total at a distorted geometry.

Net charge: 0
Structure (SMILES): C#CC1=C(OC[C@H](C)O)C(=O)OC1=O.CC#N.CC#N.CC#N.CC#N.CC#N.CC#N.CC#N.CC#N.CC#N.CC#N
Orbital gap: 8.408 eV
LUMO: -0.039 Eh
Total energy: -55820.8166 eV

```
82
C29H38N10O5 | the OMol25 dataset | ωB97M-V/def2-TZVPD
C 4.19 -0.47 -1.71
C 3.04 -0.33 -2.12
C 1.77 -0.38 -2.95
C 1.78 -0.20 -4.32
O 2.86 0.06 -5.11
C 2.77 1.45 -5.58
C 3.31 2.52 -4.54
C 2.44 3.86 -4.54
O 4.70 2.79 -4.79
C 0.28 -0.36 -4.76
O -0.12 -0.36 -5.88
O -0.47 -0.52 -3.58
C 0.32 -0.62 -2.44
O 0.02 -0.82 -1.30
H 5.27 -0.65 -1.56
H 3.32 1.55 -6.55
H 1.69 1.68 -5.78
H 3.25 2.05 -3.52
H 1.58 3.82 -5.26
H 2.02 3.98 -3.51
H 3.13 4.72 -4.73
H 5.17 2.72 -3.94
C -1.13 -3.81 -0.19
C -0.66 -5.19 -0.15
N -0.29 -6.28 -0.11
H -1.43 -3.45 0.80
H -0.36 -3.14 -0.56
H -2.00 -3.70 -0.84
C -1.94 4.44 -4.38
C -0.65 5.03 -4.04
N 0.37 5.49 -3.77
H -2.51 4.19 -3.48
H -2.55 5.12 -4.98
H -1.82 3.52 -4.95
C -0.22 -2.15 3.96
C -1.22 -2.03 2.90
N -2.01 -1.93 2.07
H 0.75 -1.76 3.64
H -0.52 -1.59 4.85
H -0.08 -3.18 4.26
C 0.09 0.89 7.24
C 0.57 -0.48 7.04
N 0.94 -1.55 6.89
H -0.98 0.92 7.45
H 0.60 1.38 8.07
H 0.26 1.50 6.35
C 1.76 4.30 9.17
C 0.84 3.93 8.09
N 0.12 3.65 7.25
H 1.72 3.58 9.99
H 2.79 4.33 8.81
H 1.53 5.28 9.58
C -1.17 -8.86 -1.74
C -0.71 -10.24 -1.93
N -0.35 -11.32 -2.08
H -2.24 -8.83 -1.52
H -0.66 -8.37 -0.92
H -1.01 -8.26 -2.63
C -5.78 -2.77 3.82
C -4.94 -2.05 4.77
N -4.27 -1.48 5.51
H -5.21 -3.11 2.96
H -6.23 -3.66 4.28
H -6.60 -2.15 3.45
C -4.33 1.93 4.42
C -4.54 3.18 3.70
N -4.70 4.17 3.13
H -3.32 1.87 4.83
H -5.03 1.82 5.25
H -4.46 1.06 3.76
C 7.66 2.25 -0.43
C 6.59 2.26 -1.42
N 5.75 2.28 -2.20
H 8.59 2.63 -0.84
H 7.41 2.86 0.44
H 7.85 1.24 -0.06
C -3.80 -0.43 -6.46
C -3.67 0.74 -5.59
N -3.57 1.66 -4.91
H -2.83 -0.86 -6.69
H -4.40 -1.21 -5.99
H -4.27 -0.17 -7.41
```

=====

Entry 6:
Density functional theory data (ωB97M-V/def2-TZVPD) for a structure of composition C36H38As2ClMnN6P at a distorted geometry.

Net charge: +4
Orbital gap (spin up / spin down): 5.660 / 7.591 eV
LUMO (spin up / spin down): -0.427 / -0.428 Eh
Total energy: -221660.0836 eV
Spin multiplicity: 4
Expectation value of S²: 3.8618

```
85
C36H38As2ClMnN6P | the OMol25 dataset | ωB97M-V/def2-TZVPD
Mn -0.92 -0.43 -0.04
C 0.51 2.44 2.06
As -1.08 1.62 1.33
C -2.00 3.08 0.48
C -2.18 1.18 2.84
C -2.72 2.19 3.62
C -3.54 1.86 4.70
C -3.80 0.53 5.00
C -3.25 -0.48 4.23
C -2.44 -0.15 3.15
As -1.52 -1.51 2.15
C -2.72 -3.02 1.96
C -0.29 -2.21 3.47
H 0.18 3.12 2.84
H 1.02 3.01 1.28
H 1.17 1.70 2.48
H -1.93 3.93 1.15
H -3.04 2.82 0.32
H -1.54 3.34 -0.47
H -2.53 3.23 3.41
H -3.96 2.65 5.31
H -4.44 0.28 5.84
H -3.46 -1.51 4.48
H -2.99 -3.34 2.96
H -2.19 -3.83 1.46
H -3.61 -2.78 1.40
H -0.91 -2.50 4.31
H 0.40 -1.44 3.79
H 0.24 -3.08 3.10
Cl -1.09 -2.39 -1.10
C 0.55 -3.07 -1.28
C 0.64 -4.35 -1.77
C 1.90 -4.92 -1.88
C 3.03 -4.22 -1.47
C 2.90 -2.93 -0.96
C 1.65 -2.31 -0.88
P 1.43 -0.63 -0.19
C 1.84 0.53 -1.64
C 2.30 1.93 -1.25
C 2.33 2.83 -2.23
C 1.90 2.40 -3.62
C 2.96 1.55 -4.29
C 3.40 0.41 -3.79
C 2.83 -0.47 0.95
C 2.75 -1.31 2.06
C 3.79 -1.39 2.97
C 4.94 -0.63 2.77
C 5.05 0.18 1.65
C 4.00 0.26 0.74
H -0.25 -4.90 -2.07
H 2.00 -5.93 -2.27
H 4.01 -4.68 -1.52
H 3.78 -2.41 -0.59
H 2.52 2.18 -0.22
H 2.63 3.86 -2.07
H 1.69 3.27 -4.22
H 3.39 1.88 -5.23
H 4.15 -0.21 -4.26
H 1.89 -1.94 2.20
H 3.72 -2.05 3.83
H 5.77 -0.69 3.47
H 5.95 0.76 1.48
H 4.13 0.93 -0.11
N 2.94 -0.15 -2.49
C 0.57 0.75 -2.40
N 0.64 1.61 -3.50
C -0.57 1.96 -4.10
N -0.54 2.67 -5.21
N -1.73 1.61 -3.58
C -1.72 0.95 -2.42
N -0.61 0.51 -1.82
C -2.98 0.63 -1.75
C -4.20 0.95 -2.30
C -5.36 0.63 -1.61
C -5.25 0.03 -0.37
C -4.00 -0.26 0.13
N -2.87 0.02 -0.55
H 3.77 -0.20 -1.88
H 2.66 -1.13 -2.64
H 0.30 2.85 -5.74
H -1.42 2.93 -5.63
H -4.22 1.44 -3.27
H -6.33 0.87 -2.02
H -6.13 -0.23 0.22
H -3.89 -0.69 1.11
```

=====

Entry 7:
Density functional theory data (ωB97M-V/def2-TZVPD) for a cluster of 2 separate species, C8H13N2OS in total at a distorted geometry.

Net charge: +1
Orbital gap: 8.730 eV
LUMO: -0.153 Eh
Total energy: -24359.8690 eV
Relative energy (zero: lowest compared OMol25 entry of this formula, charge and spin): 300.2 kJ/mol

```
25
C8H13N2OS | the OMol25 dataset | ωB97M-V/def2-TZVPD
C 1.23 1.68 1.58
C 1.52 2.08 0.33
C -1.75 -1.39 -0.83
C -0.73 -2.24 -1.08
C -1.98 -0.58 0.46
C 2.05 -0.23 0.63
C -3.38 -0.23 0.73
C 1.42 0.43 -1.57
N 1.65 0.41 1.77
N 2.19 0.93 -0.35
O -1.08 -0.15 1.09
S 2.40 -1.64 0.12
H 1.06 2.31 2.48
H 1.60 3.12 0.06
H -2.42 -0.93 -1.49
H -0.04 -2.62 -0.36
H -3.70 0.26 1.69
H -4.10 -1.04 0.54
H -3.63 0.53 0.01
H 0.35 0.23 -1.24
H 1.39 1.33 -2.29
H 1.91 -0.58 -2.07
H 1.46 -0.13 2.57
H 3.23 1.05 -0.67
H -0.63 -2.60 -2.09
```

=====

Entry 8:
Density functional theory data (ωB97M-V/def2-TZVPD) for an isolated molecule of C5H10O.

Net charge: 0
Structure (SMILES): CCC/C=C/O
Orbital gap: 9.604 eV
LUMO: 0.032 Eh
Total energy: -7393.8829 eV
Relative energy (zero: lowest compared OMol25 entry of this formula, charge and spin): 85.1 kJ/mol

```
16
C5H10O | the OMol25 dataset | ωB97M-V/def2-TZVPD
C 0.13 -1.56 -0.88
C 1.26 -0.71 -0.31
C 0.83 0.06 0.96
C 0.02 1.26 0.55
C -1.30 1.22 0.42
O -2.03 2.26 -0.09
H -0.75 -0.94 -1.08
H -0.16 -2.35 -0.17
H 0.42 -2.04 -1.82
H 2.13 -1.35 -0.09
H 1.59 0.02 -1.06
H 0.24 -0.60 1.61
H 1.71 0.36 1.54
H 0.56 2.14 0.20
H -1.87 0.35 0.75
H -2.80 1.89 -0.53
```

=====

What is the formula in the first record?
C54H124N4O10

=====

Which value of net charge does entry 5 give?
0